Record 1
Molecular formula: C4H8O2
Method: DFT, ωB97M-V/def2-TZVPD

Values from the calculation:
Total charge: 0
F_max (hartree/bohr): 0.0402
Kohn-Sham gap (eV): 10.530
Lowest unoccupied orbital energy (Ha): 0.02945
E_HOMO (eV): -9.73
Multiplicity: 1
Relative energy (zero: lowest compared OMol25 entry of this formula, charge and spin) (kJ/mol): 246.93

Cartesian coordinates (Å):
O1 -2.01 -0.74 0.93
C1 -1.22 -0.11 -0.05
C2 0.17 0.21 0.42
C3 1.20 -0.90 0.24
O2 1.68 -0.30 -0.98
C4 0.94 0.89 -0.72
H1 -2.61 0.01 0.92
H2 -1.74 0.84 -0.28
H3 -1.22 -0.70 -0.98
H4 0.14 0.71 1.40
H5 1.97 -0.93 1.01
H6 0.80 -1.91 0.08
H7 1.57 1.73 -0.41
H8 0.32 1.20 -1.57


Record 2
Molecular formula: C4H8O2
Method: DFT, ωB97M-V/def2-TZVPD

Values from the calculation:
Total charge: 0
SMILES: C[C@H](C=O)CO
F_max (hartree/bohr): 0.0864
Kohn-Sham gap (eV): 10.200
Lowest unoccupied orbital energy (Ha): 0.01963
E_HOMO (eV): -9.67
Multiplicity: 1
Relative energy (zero: lowest compared OMol25 entry of this formula, charge and spin) (kJ/mol): 210.05

Cartesian coordinates (Å):
C1 -0.79 1.61 -0.02
C2 -0.05 0.29 -0.27
C3 -0.88 -0.92 0.06
O1 -2.15 -0.91 0.04
C4 1.30 0.30 0.34
O2 2.18 -0.70 -0.07
H1 -1.67 1.86 -0.79
H2 -1.19 1.56 1.01
H3 -0.07 2.50 -0.11
H4 0.06 -0.03 -1.37
H5 -0.37 -1.95 0.14
H6 1.13 0.13 1.41
H7 1.68 1.40 0.12
H8 2.72 -0.39 -0.87


Record 3
Molecular formula: C4H8O2
Method: DFT, ωB97M-V/def2-TZVPD

Values from the calculation:
Total charge: 0
F_max (hartree/bohr): 0.0077
Kohn-Sham gap (eV): 9.304
Lowest unoccupied orbital energy (Ha): 0.02373
E_HOMO (eV): -8.66
Multiplicity: 1
Relative energy (zero: lowest compared OMol25 entry of this formula, charge and spin) (kJ/mol): 350.03

Cartesian coordinates (Å):
O1 1.96 -1.07 -0.55
C1 0.96 -0.10 -0.73
C2 0.17 0.18 0.56
C3 -0.89 1.29 0.43
C4 -0.66 -0.98 1.12
O2 -1.24 -1.66 0.16
H1 1.57 -1.85 -0.15
H2 0.29 -0.37 -1.57
H3 1.47 0.81 -1.07
H4 0.90 0.46 1.32
H5 -1.47 1.17 -0.49
H6 -0.45 2.29 0.44
H7 -1.59 1.22 1.27
H8 -1.01 -1.38 -0.75


Record 4
Molecular formula: C4H8O2
Method: DFT, ωB97M-V/def2-TZVPD

Values from the calculation:
Total charge: 0
SMILES: CC(C)OC=O
F_max (hartree/bohr): 0.0094
Kohn-Sham gap (eV): 11.674
Lowest unoccupied orbital energy (Ha): 0.03710
E_HOMO (eV): -10.66
Multiplicity: 1
Relative energy (zero: lowest compared OMol25 entry of this formula, charge and spin) (kJ/mol): 40.61

Cartesian coordinates (Å):
C1 -0.90 -0.98 -0.61
C2 0.24 -0.07 -0.18
C3 1.38 -0.77 0.54
O1 -0.32 0.90 0.75
C4 -0.75 2.05 0.24
O2 -0.65 2.40 -0.91
H1 -0.52 -1.85 -1.17
H2 -1.43 -1.35 0.27
H3 -1.60 -0.44 -1.24
H4 0.62 0.49 -1.04
H5 2.10 -0.03 0.91
H6 1.90 -1.44 -0.14
H7 1.01 -1.35 1.39
H8 -1.23 2.64 1.03